Record 1
{
  "formula": "C4H5NO2",
  "method": "ωB97M-V/def2-TZVPD",
  "symbols": ["C", "C", "C", "C", "N", "O", "O", "H", "H", "H", "H", "H"],
  "coordinates": [[-0.444, 1.260, 0.746], [-1.560, 0.582, -1.167], [0.359, 0.088, 0.298], [-0.586, -0.447, -0.865], [-1.474, 1.559, -0.055], [-2.209, 2.553, -0.032], [-2.434, 0.614, -1.967], [-0.300, 1.990, 1.458], [1.391, 0.299, -0.212], [0.471, -0.655, 0.956], [-1.169, -1.266, -0.421], [0.077, -0.970, -1.553]],
  "multiplicity": 1,
  "e_above_lowest_kcal_mol": 74.4,
  "orbital_gap_ev": 8.8,
  "smiles": "O=C1CCC=[N+]1[O-]"
}



Record 2
{
  "formula": "C41H36As2ClGaO9S2",
  "method": "ωB97M-V/def2-TZVPD",
  "symbols": ["Ga", "O", "S", "O", "O", "C", "C", "C", "C", "C", "C", "S", "O", "O", "O", "H", "H", "H", "H", "C", "C", "As", "C", "C", "C", "C", "C", "C", "C", "C", "C", "C", "C", "C", "As", "C", "C", "C", "C", "C", "C", "C", "C", "C", "C", "C", "C", "H", "H", "H", "H", "H", "H", "H", "H", "H", "H", "H", "H", "H", "H", "H", "H", "H", "H", "H", "H", "H", "H", "H", "H", "C", "C", "C", "C", "Cl", "C", "C", "C", "O", "C", "C", "O", "O", "H", "H", "H", "H", "H", "H", "H", "H"],
  "coordinates": [[-1.233, -1.228, 0.293], [-0.201, -3.144, 0.782], [-1.527, -3.729, 1.051], [-1.738, -5.095, 0.712], [-2.457, -2.759, 0.349], [-1.872, -3.493, 2.776], [-2.792, -4.387, 3.300], [-3.249, -4.245, 4.601], [-2.788, -3.196, 5.373], [-1.861, -2.303, 4.855], [-1.383, -2.435, 3.559], [-0.082, -1.254, 3.144], [1.126, -1.991, 2.925], [-0.090, -0.269, 4.184], [-0.544, -0.551, 1.864], [-3.145, -5.195, 2.675], [-3.965, -4.951, 5.000], [-3.141, -3.067, 6.387], [-1.488, -1.487, 5.456], [0.403, 1.572, -2.250], [-0.143, 0.296, -2.889], [0.031, -1.296, -1.797], [-0.867, -2.691, -2.780], [-1.976, -2.419, -3.573], [-2.658, -3.462, -4.181], [-2.247, -4.772, -3.983], [-1.148, -5.043, -3.180], [-0.455, -4.004, -2.577], [1.851, -1.885, -1.724], [2.591, -1.955, -2.901], [3.884, -2.452, -2.866], [4.423, -2.890, -1.663], [3.683, -2.813, -0.493], [2.394, -2.297, -0.514], [2.360, 1.844, -2.390], [2.329, 3.741, -1.898], [3.104, 4.246, -0.858], [3.077, 5.601, -0.553], [2.271, 6.465, -1.279], [1.510, 5.973, -2.331], [1.552, 4.622, -2.646], [2.980, 1.146, -0.680], [2.222, 1.173, 0.491], [2.761, 0.727, 1.689], [4.070, 0.266, 1.730], [4.835, 0.250, 0.574], [4.289, 0.681, -0.628], [0.067, 1.672, -1.218], [-0.023, 2.422, -2.787], [0.311, 0.087, -3.859], [-1.221, 0.389, -3.036], [-2.321, -1.403, -3.719], [-3.519, -3.250, -4.802], [-2.788, -5.584, -4.451], [-0.835, -6.064, -3.011], [0.396, -4.219, -1.942], [2.161, -1.637, -3.844], [4.465, -2.506, -3.777], [5.429, -3.289, -1.640], [4.106, -3.143, 0.446], [1.831, -2.232, 0.409], [3.718, 3.581, -0.264], [3.671, 5.975, 0.271], [2.237, 7.517, -1.029], [0.887, 6.642, -2.912], [0.966, 4.261, -3.485], [1.213, 1.569, 0.493], [2.164, 0.758, 2.591], [4.489, -0.077, 2.667], [5.857, -0.108, 0.604], [4.886, 0.651, -1.533], [-3.508, 2.558, 3.028], [-2.460, 2.938, 2.017], [-1.191, 3.317, 2.451], [-0.246, 3.794, 1.563], [1.325, 4.263, 2.150], [-0.534, 3.923, 0.215], [-1.771, 3.501, -0.236], [-2.714, 2.992, 0.645], [-3.910, 2.613, 0.071], [-4.426, 1.328, 0.378], [-3.367, 0.269, 0.648], [-3.398, -0.400, 1.663], [-2.448, 0.114, -0.281], [-3.209, 2.908, 4.015], [-3.652, 1.478, 3.082], [-4.465, 3.021, 2.781], [-0.949, 3.255, 3.504], [0.197, 4.330, -0.466], [-2.030, 3.562, -1.285], [-5.004, 1.025, -0.496], [-5.084, 1.359, 1.245]],
  "multiplicity": 1,
  "orbital_gap_ev": 8.8
}



Record 3
{
  "formula": "Cl4H4N2Si2",
  "method": "ωB97M-V/def2-TZVPD",
  "symbols": ["N", "N", "Si", "Si", "Cl", "Cl", "Cl", "Cl", "H", "H", "H", "H"],
  "coordinates": [[-1.788, 0.040, 1.552], [-1.991, -0.140, -1.395], [-1.143, 0.534, -0.069], [2.860, -0.365, -0.046], [-0.279, 2.279, -0.310], [3.554, -2.188, -0.869], [3.551, 1.273, -1.138], [3.559, -0.418, 1.895], [-1.884, 0.628, 2.422], [-2.279, -0.795, 1.592], [-2.785, -0.734, -1.480], [-1.374, -0.112, -2.154]],
  "multiplicity": 1,
  "e_above_lowest_kcal_mol": 75.3,
  "orbital_gap_ev": [7.0, 5.3]
}



Record 4
{
  "formula": "C3H5NOS3",
  "method": "ωB97M-V/def2-TZVPD",
  "symbols": ["C", "C", "C", "H", "H", "H", "H", "H", "N", "O", "S", "S", "S"],
  "coordinates": [[0.529, 0.676, -1.993], [-0.309, -0.446, 0.439], [-0.376, 0.623, 1.450], [1.495, 0.145, -1.815], [0.599, 1.715, -1.673], [0.380, 0.657, -3.082], [-0.504, -2.540, -0.714], [-0.141, 1.477, 3.504], [0.010, -1.617, 0.906], [-0.072, -2.766, 0.140], [-0.862, -0.263, -1.237], [-0.020, 0.182, 3.093], [-0.729, 2.157, 0.981]],
  "multiplicity": 1,
  "e_above_lowest_kcal_mol": 52.7,
  "orbital_gap_ev": 7.8,
  "smiles": "CS/C(=N\\O)C(=S)S"
}



Record 5
{
  "formula": "C24H48O12",
  "method": "ωB97M-V/def2-TZVPD",
  "symbols": ["C", "C", "O", "C", "O", "O", "C", "H", "H", "H", "H", "H", "H", "H", "H", "C", "C", "O", "C", "O", "O", "C", "H", "H", "H", "H", "H", "H", "H", "H", "C", "C", "O", "C", "O", "O", "C", "H", "H", "H", "H", "H", "H", "H", "H", "C", "C", "C", "O", "C", "H", "H", "H", "H", "H", "H", "H", "H", "C", "C", "C", "O", "C", "H", "H", "H", "H", "H", "H", "H", "H", "C", "C", "C", "O", "C", "H", "H", "H", "H", "H", "H", "H", "H"],
  "coordinates": [[1.680, -0.413, -0.679], [1.262, 0.959, -1.317], [-0.080, 1.236, -0.893], [-0.266, 1.892, 0.265], [0.613, 2.164, 1.073], [-1.539, 2.056, 0.388], [-2.080, 2.429, 1.626], [1.526, -0.396, 0.400], [2.672, -0.722, -1.011], [1.105, -1.293, -0.967], [1.154, 0.800, -2.390], [2.016, 1.690, -1.027], [-1.726, 1.805, 2.446], [-3.168, 2.470, 1.665], [-1.595, 3.339, 1.980], [-4.969, -4.631, 1.022], [-5.680, -3.553, 1.887], [-4.816, -2.473, 1.935], [-5.331, -1.239, 2.077], [-6.525, -0.927, 2.270], [-4.304, -0.357, 2.042], [-4.517, 1.008, 2.314], [-5.653, -5.479, 1.011], [-3.953, -4.829, 1.364], [-4.662, -4.317, 0.024], [-5.768, -3.900, 2.917], [-6.588, -3.200, 1.398], [-4.901, 1.245, 3.306], [-5.194, 1.315, 1.518], [-3.639, 1.647, 2.223], [0.814, -1.236, -4.890], [0.882, -0.743, -3.433], [2.141, -0.155, -3.348], [2.229, 1.212, -3.367], [1.398, 1.963, -3.986], [3.314, 1.500, -2.731], [3.758, 2.853, -2.670], [0.022, -1.985, -4.870], [1.729, -1.687, -5.274], [0.547, -0.384, -5.516], [0.831, -1.534, -2.685], [0.109, -0.088, -3.030], [3.131, 3.563, -3.209], [4.769, 2.916, -3.073], [3.799, 3.282, -1.669], [1.091, -2.641, 1.492], [1.920, -1.801, 2.552], [3.101, -1.258, 1.784], [2.779, -1.438, 0.395], [2.025, -2.582, 0.278], [0.226, -2.054, 1.186], [0.814, -3.679, 1.677], [2.321, -2.465, 3.319], [1.329, -1.098, 3.139], [4.027, -1.802, 1.967], [3.489, -0.243, 1.877], [2.639, -3.455, 0.059], [1.533, -2.508, -0.692], [-2.401, -1.553, 1.466], [-1.470, -0.730, 0.646], [-1.602, -1.509, -0.657], [-1.639, -2.881, -0.231], [-1.953, -2.943, 1.177], [-3.440, -1.547, 1.138], [-2.548, -1.361, 2.529], [-0.475, -0.777, 1.088], [-1.937, 0.249, 0.534], [-0.778, -1.426, -1.365], [-2.470, -1.204, -1.241], [-1.013, -3.171, 1.680], [-2.688, -3.661, 1.540], [3.516, 4.569, -1.098], [2.233, 4.299, -0.313], [2.654, 3.333, 0.805], [3.856, 2.716, 0.454], [4.540, 3.723, -0.341], [3.803, 5.619, -1.036], [3.522, 4.419, -2.178], [1.572, 3.805, -1.026], [1.735, 5.172, 0.109], [1.958, 2.548, 1.102], [2.842, 3.932, 1.696], [5.272, 3.184, -0.942], [5.069, 4.416, 0.315]],
  "multiplicity": 1,
  "e_above_lowest_kcal_mol": 405.8,
  "orbital_gap_ev": 8.2
}



Record 6
{
  "formula": "C5H6Cl2HoO4SY",
  "method": "ωB97M-V/def2-TZVPD",
  "symbols": ["Ho", "Y", "Cl", "Cl", "C", "C", "C", "O", "O", "O", "C", "S", "C", "O", "H", "H", "H", "H", "H", "H"],
  "coordinates": [[0.124, 0.302, -5.381], [-0.090, 1.170, -1.530], [-0.729, 2.240, -3.808], [0.564, -0.906, -3.121], [-0.864, -0.493, -0.044], [-0.088, 1.018, -7.725], [0.412, -0.832, -7.589], [-0.884, -1.187, 0.895], [-0.254, 1.473, -8.788], [0.551, -1.432, -8.593], [0.401, 3.448, 2.328], [1.613, 2.387, 1.496], [1.515, 1.017, 2.679], [0.809, 1.947, 0.221], [1.024, 4.068, 2.980], [-0.289, 2.854, 2.907], [-0.110, 4.043, 1.584], [0.674, 1.140, 3.369], [1.462, 0.042, 2.194], [2.441, 1.090, 3.258]],
  "multiplicity": 5,
  "e_above_lowest_kcal_mol": 15.8,
  "charge": 4,
  "orbital_gap_ev": [6.7, 6.9]
}



Record 7
{
  "formula": "C2H7N2S",
  "method": "ωB97M-V/def2-TZVPD",
  "symbols": ["C", "S", "H", "H", "H", "N", "C", "N", "H", "H", "H", "H"],
  "coordinates": [[2.093, 0.279, -1.032], [1.950, 0.744, 0.804], [3.106, 0.444, -1.535], [1.189, 0.797, -1.573], [1.947, -0.839, -1.146], [-0.918, -0.337, 1.286], [-1.488, 0.017, 0.121], [-2.652, -0.262, -0.334], [-1.367, -0.860, 1.937], [-0.067, 0.245, 1.507], [-0.743, 0.467, -0.566], [-3.050, -0.695, 0.530]],
  "multiplicity": 1,
  "e_above_lowest_kcal_mol": 18.8,
  "charge": -1,
  "orbital_gap_ev": 6.8
}



Record 8
{
  "formula": "C12H13NZn",
  "method": "ωB97M-V/def2-TZVPD",
  "symbols": ["Zn", "C", "H", "H", "H", "H", "H", "C", "C", "C", "C", "N", "C", "C", "C", "C", "C", "C", "C", "H", "H", "H", "H", "H", "H", "H", "H"],
  "coordinates": [[-0.520, 0.397, -1.838], [-1.225, -0.731, -3.278], [-1.042, -1.778, -3.040], [-2.301, -0.538, -3.384], [-0.756, -0.486, -4.242], [0.122, 2.385, -2.077], [-0.283, 2.643, -1.501], [2.496, -2.581, -0.251], [2.421, -2.311, 1.113], [1.559, -1.320, 1.557], [0.776, -0.600, 0.643], [0.905, -0.840, -0.683], [1.683, -1.842, -1.128], [-0.208, 0.427, 1.045], [-0.408, 0.817, 2.393], [-1.306, 1.848, 2.701], [-2.021, 2.479, 1.679], [-1.843, 2.064, 0.331], [-0.956, 1.048, 0.043], [3.142, -3.360, -0.657], [3.020, -2.872, 1.834], [1.411, -1.118, 2.609], [1.675, -2.043, -2.206], [0.157, 0.306, 3.173], [-1.429, 2.148, 3.747], [-2.707, 3.293, 1.900], [-2.362, 2.567, -0.483]],
  "multiplicity": 1,
  "orbital_gap_ev": 8.6
}



Record 9
{
  "formula": "C5H11NO",
  "method": "ωB97M-V/def2-TZVPD",
  "symbols": ["C", "C", "C", "C", "N", "C", "O", "H", "H", "H", "H", "H", "H", "H", "H", "H", "H", "H"],
  "coordinates": [[-0.237, -0.692, -0.830], [-0.367, -1.267, 0.627], [-1.662, -0.731, 1.222], [-1.866, 0.505, 1.611], [1.116, -0.259, -1.232], [1.535, 1.149, -1.341], [2.373, 1.389, -0.214], [-0.960, 0.132, -0.983], [-0.395, -1.432, -1.626], [-0.547, -2.375, 0.370], [0.454, -0.890, 1.246], [-2.382, -1.508, 1.109], [-2.564, 0.832, 2.372], [-1.209, 1.367, 1.492], [1.923, -0.650, -0.718], [2.270, 1.110, -2.160], [0.748, 1.883, -1.491], [1.769, 1.437, 0.546]],
  "multiplicity": 1,
  "e_above_lowest_kcal_mol": 80.1,
  "orbital_gap_ev": 9.2,
  "smiles": "C=CCCNCO"
}



Record 10
{
  "formula": "C22H60N2O10",
  "method": "ωB97M-V/def2-TZVPD",
  "symbols": ["C", "O", "C", "C", "N", "C", "C", "O", "C", "H", "H", "H", "H", "H", "H", "H", "H", "H", "H", "H", "H", "H", "H", "H", "C", "O", "C", "C", "N", "C", "C", "O", "C", "H", "H", "H", "H", "H", "H", "H", "H", "H", "H", "H", "H", "H", "H", "H", "C", "C", "O", "H", "H", "H", "H", "H", "H", "C", "C", "O", "H", "H", "H", "H", "H", "H", "C", "C", "O", "H", "H", "H", "H", "H", "H", "C", "C", "O", "H", "H", "H", "H", "H", "H", "C", "C", "O", "O", "H", "H", "H", "H", "H", "H"],
  "coordinates": [[-0.441, -4.597, 2.558], [-1.425, -3.873, 1.895], [-1.026, -2.847, 1.054], [-0.124, -3.320, -0.139], [0.472, -2.201, -0.840], [1.417, -2.584, -1.845], [0.798, -2.547, -3.191], [1.387, -3.033, -4.200], [2.562, -2.274, -4.619], [-0.011, -5.384, 1.961], [-0.910, -5.041, 3.366], [0.392, -4.043, 3.008], [-0.589, -1.970, 1.589], [-1.930, -2.389, 0.720], [-0.600, -3.860, -0.924], [0.659, -3.955, 0.234], [1.000, -1.593, -0.152], [1.891, -3.498, -1.499], [2.172, -1.796, -1.907], [0.437, -1.530, -3.334], [-0.155, -3.065, -3.124], [3.337, -2.232, -3.894], [2.356, -1.256, -4.953], [2.998, -2.768, -5.502], [-4.207, -3.814, -4.409], [-4.056, -2.450, -3.988], [-3.117, -2.383, -2.982], [-2.716, -0.918, -2.815], [-2.143, -0.735, -1.475], [-1.820, 0.649, -1.330], [-1.341, 0.795, -0.004], [-0.987, 1.931, 0.411], [-2.041, 2.920, 0.561], [-5.219, -4.003, -4.777], [-3.944, -4.530, -3.659], [-3.573, -4.025, -5.310], [-2.259, -3.017, -3.287], [-3.472, -2.881, -2.036], [-3.616, -0.370, -2.892], [-2.041, -0.598, -3.568], [-1.248, -1.190, -1.291], [-2.718, 1.242, -1.400], [-1.060, 0.953, -2.031], [-0.495, 0.097, 0.257], [-2.093, 0.389, 0.705], [-2.921, 2.315, 0.953], [-2.335, 3.345, -0.381], [-1.770, 3.644, 1.229], [1.433, 4.101, 3.830], [-0.010, 3.960, 3.620], [-0.507, 5.044, 2.951], [1.974, 4.332, 2.873], [1.969, 3.150, 4.171], [1.736, 4.921, 4.511], [-0.550, 3.922, 4.623], [-0.217, 3.087, 2.988], [-1.494, 4.984, 2.829], [3.351, 3.827, 0.330], [1.959, 3.522, 0.156], [1.689, 2.327, 0.827], [3.941, 3.066, -0.264], [3.699, 3.789, 1.382], [3.607, 4.791, -0.085], [1.746, 3.491, -0.943], [1.364, 4.267, 0.510], [0.758, 2.081, 0.627], [1.136, -0.106, 2.784], [1.958, -0.956, 1.922], [2.019, -0.326, 0.652], [0.112, 0.065, 2.405], [1.605, 0.825, 3.104], [1.009, -0.729, 3.716], [1.485, -1.917, 1.750], [2.955, -1.137, 2.402], [1.971, 0.612, 0.820], [-1.364, 1.156, 4.893], [-2.370, 1.253, 3.852], [-3.605, 1.033, 4.472], [-1.314, 0.138, 5.294], [-1.453, 1.818, 5.760], [-0.386, 1.279, 4.445], [-2.198, 0.460, 3.135], [-2.383, 2.174, 3.352], [-4.336, 1.351, 3.942], [3.207, 0.628, -2.628], [1.847, 1.139, -2.697], [1.169, 0.701, -3.812], [3.733, 0.626, -1.339], [3.831, 1.266, -3.159], [3.324, -0.309, -3.094], [1.958, 2.221, -2.710], [1.368, 1.035, -1.716], [1.664, 1.138, -4.508], [3.135, 0.191, -0.716]],
  "multiplicity": 1,
  "e_above_lowest_kcal_mol": 0.0,
  "orbital_gap_ev": 8.9,
  "smiles": "COCCNCCOC.COCCNCCOC.OCCO.CCO.CCO.CCO.CCO"
}



Record 11
{
  "formula": "C9H8N2O",
  "method": "ωB97M-V/def2-TZVPD",
  "symbols": ["C", "C", "C", "C", "C", "C", "C", "C", "C", "H", "H", "H", "H", "H", "H", "H", "H", "N", "N", "O"],
  "coordinates": [[-0.274, 1.306, 0.209], [-1.704, 0.853, 0.482], [-2.707, 0.957, -0.465], [-1.987, 0.626, 1.875], [0.719, 0.049, -0.025], [0.667, -0.676, -1.228], [1.424, -1.906, -1.271], [1.992, -2.334, -0.095], [1.567, -0.319, 0.940], [0.292, 2.994, -0.776], [0.084, 1.761, 1.174], [-3.732, 0.500, -0.205], [-2.340, 1.260, -1.422], [0.138, -0.394, -2.111], [1.504, -2.533, -2.146], [2.557, -3.271, 0.164], [1.697, 0.176, 1.914], [-1.925, 0.266, 3.027], [2.232, -1.500, 0.932], [-0.205, 2.187, -0.974]],
  "multiplicity": 1,
  "e_above_lowest_kcal_mol": 71.9,
  "orbital_gap_ev": 9.8,
  "smiles": "C=C(C#N)[C@H](O)c1cccnc1"
}



Record 12
{
  "formula": "C5H9Br2P",
  "method": "ωB97M-V/def2-TZVPD",
  "symbols": ["C", "C", "C", "C", "C", "P", "Br", "Br", "H", "H", "H", "H", "H", "H", "H", "H", "H"],
  "coordinates": [[0.252, 1.568, 1.296], [-0.058, 0.237, 1.063], [-0.889, -1.752, -0.070], [-1.092, 0.523, -1.201], [-0.536, -0.291, -0.142], [2.645, -0.225, -1.277], [2.794, 1.702, -0.106], [3.104, -1.735, 0.170], [0.454, 2.030, 2.219], [0.202, 2.291, 0.554], [0.018, -0.446, 2.025], [-0.584, -2.221, -0.918], [-0.472, -2.312, 0.822], [-1.901, -1.895, -0.171], [-1.297, 0.069, -2.073], [-0.636, 1.497, -1.255], [-2.003, 0.961, -0.937]],
  "multiplicity": 1,
  "e_above_lowest_kcal_mol": 53.6,
  "orbital_gap_ev": [5.9, 7.9]
}



no.,molar mass (g/mol),electronic energy (Eh)
1,99.089,-360.55093
2,991.884,-9914.14061
3,230.030,-2531.81764
4,167.280,-1441.78481
5,528.636,-1845.48169
6,486.908,-2798.45456
7,91.159,-588.10587
8,236.633,-2299.07689
9,101.149,-327.00371
10,512.726,-1735.83629
11,160.176,-532.41222
12,259.909,-5685.20210